{"formula": "C69H66AsBr2N4O6P2Sr", "method": "ωB97M-V with the def2-TZVPD basis set", "symbols": ["Sr", "O", "C", "C", "C", "C", "C", "C", "C", "O", "N", "N", "C", "C", "Br", "C", "C", "C", "C", "C", "C", "C", "H", "H", "H", "H", "H", "H", "H", "H", "H", "H", "H", "H", "H", "H", "C", "N", "C", "P", "C", "C", "C", "C", "C", "C", "C", "C", "C", "C", "C", "C", "C", "C", "C", "C", "C", "C", "P", "C", "C", "C", "C", "C", "C", "C", "C", "C", "C", "C", "C", "H", "H", "H", "H", "H", "H", "H", "H", "H", "H", "H", "H", "H", "H", "H", "H", "H", "H", "H", "H", "H", "H", "H", "H", "H", "H", "H", "H", "H", "C", "C", "As", "C", "C", "C", "C", "H", "H", "H", "H", "H", "H", "H", "H", "H", "H", "H", "H", "H", "H", "H", "O", "C", "N", "C", "O", "C", "C", "C", "C", "C", "C", "H", "H", "H", "H", "Br", "C", "C", "C", "C", "C", "C", "C", "O", "O", "H", "H", "H", "H"], "positions_angstrom": [[1.30, 0.03, -1.70], [0.48, 4.32, -1.19], [1.74, 4.81, -1.25], [1.91, 6.17, -1.51], [3.17, 6.72, -1.60], [4.30, 5.92, -1.43], [4.13, 4.56, -1.17], [2.87, 3.99, -1.06], [2.75, 2.50, -0.79], [1.46, 2.01, -0.84], [3.34, 2.18, 0.54], [3.70, 0.88, 0.56], [3.64, 0.13, 1.60], [3.14, 0.48, 2.94], [2.23, -0.99, 3.72], [3.27, 1.68, 3.50], [2.80, 2.26, 4.78], [2.41, 1.53, 5.91], [2.01, 2.19, 7.06], [1.98, 3.58, 7.12], [2.37, 4.31, 6.01], [2.78, 3.66, 4.85], [0.60, 3.33, -1.15], [1.02, 6.77, -1.66], [3.28, 7.77, -1.81], [5.29, 6.34, -1.50], [5.00, 3.92, -1.05], [3.43, 1.97, -1.47], [2.74, 2.48, 1.30], [4.00, -0.88, 1.45], [3.85, 2.38, 2.90], [2.43, 0.46, 5.89], [1.71, 1.60, 7.93], [1.66, 4.08, 8.02], [2.35, 5.39, 6.03], [3.08, 4.23, 3.98], [-3.92, 0.12, 0.07], [-4.08, 0.77, 1.36], [-3.64, -0.01, 2.50], [-1.77, -0.08, 2.75], [-1.81, -1.13, 4.26], [-2.10, -2.48, 4.03], [-2.16, -3.39, 5.08], [-1.91, -2.97, 6.38], [-1.58, -1.65, 6.62], [-1.53, -0.73, 5.57], [-1.63, 1.65, 3.36], [-2.33, 2.15, 4.46], [-2.30, 3.50, 4.76], [-1.60, 4.38, 3.94], [-0.90, 3.90, 2.85], [-0.90, 2.53, 2.57], [-4.80, 1.96, 1.49], [-5.14, 2.72, 0.36], [-5.89, 3.88, 0.46], [-6.34, 4.34, 1.69], [-6.00, 3.61, 2.82], [-5.25, 2.45, 2.73], [-2.28, 0.09, -0.92], [-2.71, 1.26, -2.27], [-2.42, 2.59, -1.97], [-2.68, 3.61, -2.88], [-3.23, 3.30, -4.12], [-3.49, 1.97, -4.44], [-3.23, 0.96, -3.53], [-2.51, -1.63, -1.51], [-1.56, -2.55, -1.07], [-1.71, -3.91, -1.33], [-2.80, -4.36, -2.06], [-3.75, -3.45, -2.50], [-3.62, -2.10, -2.22], [-4.67, 0.51, -0.61], [-4.15, -0.94, 0.23], [-4.00, -1.04, 2.40], [-4.05, 0.38, 3.42], [-2.27, -2.82, 3.01], [-2.40, -4.43, 4.87], [-1.95, -3.68, 7.20], [-1.35, -1.32, 7.62], [-1.24, 0.29, 5.77], [-2.92, 1.49, 5.08], [-2.85, 3.88, 5.62], [-1.60, 5.44, 4.16], [-0.38, 4.58, 2.19], [-0.35, 2.17, 1.71], [-4.77, 2.45, -0.62], [-6.12, 4.43, -0.44], [-6.94, 5.24, 1.77], [-6.32, 3.95, 3.80], [-5.00, 1.94, 3.65], [-1.96, 2.84, -1.01], [-2.43, 4.63, -2.63], [-3.42, 4.08, -4.84], [-3.88, 1.72, -5.42], [-3.39, -0.07, -3.82], [-0.69, -2.21, -0.51], [-0.96, -4.61, -0.97], [-2.92, -5.41, -2.27], [-4.61, -3.80, -3.07], [-4.39, -1.41, -2.54], [0.09, -5.08, 2.22], [1.60, -4.86, 2.09], [2.00, -3.65, 0.57], [1.97, -4.94, -0.93], [2.04, -6.43, -0.62], [3.93, -3.50, 0.89], [4.78, -4.76, 0.74], [-0.16, -5.68, 3.10], [-0.32, -5.59, 1.34], [-0.43, -4.12, 2.31], [2.13, -5.81, 2.00], [1.98, -4.36, 2.98], [2.80, -4.64, -1.58], [1.07, -4.71, -1.49], [2.95, -6.69, -0.07], [2.03, -7.01, -1.54], [1.19, -6.75, -0.01], [4.03, -3.10, 1.91], [4.29, -2.73, 0.21], [4.47, -5.55, 1.43], [5.83, -4.54, 0.93], [4.71, -5.16, -0.28], [0.61, 2.34, -4.11], [0.20, 1.25, -4.45], [0.03, 0.15, -3.62], [-0.35, -0.92, -4.37], [-0.49, -2.07, -3.95], [-0.57, -0.48, -5.80], [-1.03, -1.15, -6.90], [-1.16, -0.43, -8.09], [-0.81, 0.92, -8.15], [-0.33, 1.58, -7.02], [-0.23, 0.85, -5.85], [-1.30, -2.20, -6.85], [-1.53, -0.92, -8.99], [-0.91, 1.46, -9.08], [-0.05, 2.63, -7.05], [6.05, -1.96, -2.92], [4.77, -2.93, -3.93], [5.22, -3.89, -4.83], [4.30, -4.63, -5.55], [2.94, -4.42, -5.35], [2.50, -3.47, -4.44], [3.42, -2.70, -3.73], [2.94, -1.60, -2.80], [2.92, -0.44, -3.28], [2.56, -1.90, -1.64], [6.29, -4.05, -4.96], [4.64, -5.37, -6.26], [2.21, -5.01, -5.90], [1.44, -3.31, -4.27]], "multiplicity": 1, "lumo_energy_ev": 2.11, "gap_ev": 7.67, "de_lowest_kj_mol": 209.6, "total_charge": -1, "homo_ev": -5.56}

***

{"formula": "C69H76Cl3N6O4S3SbSiTi", "method": "ωB97M-V with the def2-TZVPD basis set", "symbols": ["Ti", "N", "C", "C", "C", "O", "O", "H", "H", "H", "H", "H", "H", "S", "C", "N", "C", "C", "N", "C", "C", "C", "C", "C", "C", "C", "C", "S", "C", "C", "C", "C", "C", "C", "C", "H", "H", "H", "H", "H", "H", "H", "H", "H", "H", "H", "H", "H", "H", "H", "H", "H", "H", "Cl", "C", "C", "C", "C", "C", "C", "N", "C", "C", "N", "C", "O", "C", "C", "C", "Cl", "S", "C", "C", "C", "Cl", "C", "H", "H", "H", "H", "H", "H", "H", "H", "H", "H", "H", "H", "H", "O", "Si", "C", "C", "C", "C", "C", "C", "C", "C", "C", "C", "C", "C", "C", "C", "C", "C", "C", "C", "H", "H", "H", "H", "H", "H", "H", "H", "H", "H", "H", "H", "H", "H", "H", "C", "C", "C", "C", "C", "C", "C", "C", "N", "H", "H", "H", "H", "H", "H", "H", "H", "H", "C", "C", "Sb", "C", "C", "C", "C", "H", "H", "H", "H", "H", "H", "H", "H", "H", "H", "H", "H", "H", "H", "H"], "positions_angstrom": [[0.73, 0.40, -0.16], [-1.85, 2.03, 1.58], [-2.01, 3.45, 1.30], [-1.21, 3.94, 0.08], [0.26, 3.50, 0.03], [1.13, 4.32, 0.31], [0.51, 2.29, -0.38], [-2.06, 1.47, 0.77], [-2.46, 1.73, 2.33], [-1.70, 4.02, 2.19], [-3.07, 3.71, 1.13], [-1.21, 5.03, 0.11], [-1.69, 3.61, -0.84], [1.57, -1.71, 1.37], [1.86, -3.26, 0.60], [2.82, -4.15, 1.20], [2.85, -5.50, 0.73], [2.77, -5.48, -0.79], [1.54, -4.86, -1.19], [1.01, -5.21, -2.49], [2.06, -5.21, -3.57], [2.16, -6.24, -4.49], [3.13, -6.22, -5.49], [4.02, -5.16, -5.57], [3.93, -4.12, -4.65], [2.96, -4.15, -3.66], [1.19, -3.64, -0.53], [-0.12, -2.67, -1.13], [3.61, -3.86, 2.36], [5.07, -3.91, 2.01], [5.55, -3.03, 1.05], [6.88, -3.08, 0.64], [7.75, -4.01, 1.20], [7.28, -4.90, 2.16], [5.95, -4.84, 2.56], [1.99, -6.08, 1.12], [3.78, -5.97, 1.05], [2.80, -6.51, -1.19], [3.66, -4.95, -1.17], [0.26, -4.45, -2.71], [0.51, -6.19, -2.45], [1.47, -7.08, -4.43], [3.19, -7.04, -6.21], [4.79, -5.15, -6.34], [4.62, -3.28, -4.70], [2.88, -3.32, -2.95], [3.38, -4.58, 3.18], [3.33, -2.85, 2.69], [4.87, -2.31, 0.61], [7.24, -2.38, -0.11], [8.79, -4.05, 0.88], [7.95, -5.63, 2.59], [5.58, -5.54, 3.31], [2.58, -0.87, 9.48], [2.04, 0.27, 8.28], [2.26, 0.02, 6.94], [1.81, 0.94, 6.00], [1.13, 2.10, 6.36], [0.77, 3.17, 5.37], [1.93, 3.50, 4.42], [2.14, 2.48, 3.42], [3.25, 1.67, 3.26], [2.95, 0.82, 2.23], [1.69, 1.14, 1.74], [1.26, 2.14, 2.47], [-0.41, 3.03, 4.57], [-1.19, 1.83, 4.40], [-1.99, 1.37, 5.59], [-2.92, 2.16, 6.21], [-3.31, 3.78, 5.81], [-3.73, 1.36, 7.50], [-2.86, -0.08, 7.19], [-1.98, 0.06, 6.16], [0.96, 2.31, 7.74], [0.14, 3.73, 8.33], [1.39, 1.41, 8.69], [2.78, -0.88, 6.63], [1.99, 0.74, 4.95], [0.60, 4.09, 5.94], [2.85, 3.61, 4.99], [1.70, 4.45, 3.92], [4.12, 1.74, 3.90], [3.52, 0.01, 1.81], [0.31, 2.63, 2.38], [-0.60, 1.00, 3.99], [-1.89, 2.14, 3.62], [-3.05, -0.96, 7.81], [-1.33, -0.74, 5.82], [1.22, 1.60, 9.75], [-1.08, 0.14, -1.00], [-1.91, 0.47, -2.34], [-3.77, 0.59, -1.95], [-4.73, -0.06, -2.75], [-6.09, 0.06, -2.49], [-6.53, 0.84, -1.42], [-5.60, 1.49, -0.62], [-4.24, 1.37, -0.89], [-1.46, 2.15, -3.11], [-2.45, 3.08, -3.43], [-2.13, 4.35, -3.89], [-0.80, 4.72, -4.03], [0.20, 3.79, -3.76], [-0.13, 2.52, -3.30], [-1.86, -0.74, -3.80], [-1.58, -0.31, -5.09], [-1.57, -1.19, -6.17], [-1.82, -2.54, -5.96], [-2.13, -2.99, -4.68], [-2.16, -2.10, -3.62], [-4.39, -0.66, -3.58], [-6.81, -0.46, -3.11], [-7.59, 0.93, -1.21], [-5.94, 2.10, 0.21], [-3.53, 1.90, -0.27], [-3.50, 2.80, -3.30], [-2.92, 5.06, -4.12], [-0.54, 5.72, -4.36], [1.25, 4.07, -3.88], [0.66, 1.81, -3.08], [-1.37, 0.75, -5.27], [-1.33, -0.83, -7.17], [-1.77, -3.24, -6.79], [-2.33, -4.05, -4.51], [-2.42, -2.46, -2.63], [1.67, -1.12, -3.85], [2.99, -0.57, -3.39], [4.10, -0.68, -4.21], [5.31, -0.08, -3.88], [5.36, 0.70, -2.74], [4.27, 0.83, -1.89], [4.37, 1.76, -0.72], [3.06, 0.12, -2.16], [2.02, 0.12, -1.26], [1.79, -1.95, -4.55], [1.11, -0.33, -4.35], [1.07, -1.46, -3.00], [4.01, -1.25, -5.14], [6.18, -0.18, -4.53], [6.27, 1.24, -2.50], [5.04, 2.59, -0.96], [4.77, 1.25, 0.16], [3.40, 2.16, -0.46], [-0.58, -4.30, 2.93], [-1.69, -3.94, 1.94], [-1.82, -1.79, 1.57], [-2.52, -1.33, 3.64], [-3.35, -2.31, 4.47], [-3.83, -1.85, 0.68], [-4.79, -2.96, 1.07], [-0.54, -5.39, 3.08], [-0.75, -3.83, 3.91], [0.39, -3.97, 2.57], [-2.67, -4.26, 2.32], [-1.51, -4.40, 0.97], [-3.06, -0.37, 3.55], [-1.59, -1.10, 4.19], [-4.36, -2.41, 4.06], [-3.45, -1.96, 5.51], [-2.90, -3.31, 4.49], [-3.65, -1.86, -0.40], [-4.26, -0.87, 0.92], [-4.39, -3.95, 0.81], [-5.75, -2.85, 0.54], [-5.01, -2.96, 2.14]], "multiplicity": 1, "lumo_energy_ev": 3.07, "gap_ev": 3.15, "de_lowest_kj_mol": 142.3, "total_charge": -2, "homo_ev": -0.08}